# 1
A molecular structure, C64H63BrGe2N4PtS5 in a non-equilibrium geometry, computed with ωB97M-V/def2-TZVPD.

XYZ file:
```
140
Properties=species:S:1:pos:R:3:lowdin_charge:R:1
Pt 0.746 0.443 0.194 0.480
C -4.857 2.816 2.165 -0.052
C -3.518 2.900 2.851 -0.286
C -3.258 2.181 4.013 -0.024
C -2.038 2.273 4.667 -0.243
C -1.774 1.435 5.890 -0.023
C -1.048 3.120 4.151 -0.190
C -1.285 3.845 2.981 -0.222
C -0.262 4.769 2.374 -0.039
C -2.517 3.715 2.345 -0.036
C 0.255 3.255 4.876 -0.231
C 0.360 4.252 5.837 -0.023
C 1.564 4.452 6.482 -0.042
C 2.657 3.657 6.173 -0.043
C 2.591 2.621 5.238 -0.183
C 1.352 2.433 4.591 -0.204
Ge 1.095 1.207 3.106 0.026
S -0.702 0.548 2.109 0.284
S 2.327 -0.613 3.076 0.334
Ge 3.640 0.634 1.684 0.116
S 3.451 -0.448 -0.145 0.131
S 1.948 2.260 1.274 0.266
C 5.185 1.558 2.653 -0.248
C 6.416 1.700 4.538 -0.180
C 7.510 2.704 4.275 -0.037
C 7.839 3.247 3.111 -0.070
C 7.139 3.034 1.861 -0.049
C 5.992 2.377 1.617 -0.166
C 5.693 2.393 0.145 -0.179
C 6.220 1.376 -0.665 -0.249
C 6.911 0.177 -0.076 -0.045
C 6.152 1.506 -2.044 -0.010
C 5.628 2.642 -2.646 -0.259
C 5.631 2.784 -4.144 -0.044
C 5.143 3.648 -1.826 -0.024
C 5.154 3.542 -0.441 -0.209
C 4.651 4.696 0.389 -0.029
C 6.827 1.047 5.884 -0.089
C 6.333 1.379 7.143 -0.202
C 5.515 2.602 7.405 -0.029
C 6.652 0.606 8.262 -0.012
C 7.518 -0.463 8.193 -0.271
C 7.832 -1.317 9.391 -0.052
C 8.148 -0.675 6.973 -0.014
C 7.845 0.063 5.840 -0.185
C 8.707 -0.227 4.630 -0.018
C 3.797 1.737 4.934 -0.129
C 4.946 2.291 4.073 -0.226
C 4.818 3.801 3.940 -0.007
C 6.189 0.630 3.404 -0.177
C 5.576 -0.620 3.977 -0.268
C 6.004 -1.939 3.378 -0.032
C 4.663 -0.609 4.948 -0.080
C 3.821 0.496 5.447 -0.282
C 2.808 0.044 6.465 -0.037
H -5.368 1.882 2.405 0.073
H -4.747 2.886 1.082 0.068
H -5.508 3.634 2.479 0.085
H -4.027 1.534 4.425 0.116
H -2.698 0.999 6.267 0.078
H -1.312 2.017 6.689 0.082
H -1.088 0.615 5.658 0.082
H 0.701 4.715 2.878 0.066
H -0.611 5.803 2.424 0.091
H -0.112 4.520 1.322 0.050
H -2.690 4.263 1.424 0.117
H -0.500 4.875 6.051 0.126
H 1.666 5.235 7.223 0.108
H 3.583 3.865 6.674 0.079
H 8.095 2.977 5.146 0.127
H 8.687 3.922 3.078 0.108
H 7.600 3.504 0.997 0.132
H 7.612 0.473 0.706 0.075
H 7.467 -0.356 -0.847 0.082
H 6.189 -0.525 0.347 0.032
H 6.555 0.713 -2.666 0.121
H 4.991 2.030 -4.610 0.081
H 6.639 2.649 -4.541 0.080
H 5.273 3.765 -4.455 0.067
H 4.775 4.564 -2.272 0.107
H 4.356 5.526 -0.253 0.079
H 5.416 5.055 1.079 0.075
H 3.785 4.408 0.988 0.038
H 5.487 3.255 6.539 0.058
H 5.960 3.164 8.230 0.096
H 4.499 2.340 7.697 0.079
H 6.211 0.878 9.217 0.120
H 7.170 -1.082 10.224 0.072
H 8.861 -1.166 9.725 0.080
H 7.719 -2.376 9.156 0.078
H 8.921 -1.434 6.901 0.121
H 9.720 -0.440 4.972 0.087
H 8.765 0.607 3.937 0.070
H 8.363 -1.104 4.083 0.070
H 3.844 4.044 3.506 0.094
H 5.582 4.217 3.297 0.064
H 4.884 4.304 4.903 0.082
H 7.060 0.389 2.804 0.111
H 6.884 -1.838 2.745 0.069
H 5.202 -2.341 2.751 0.083
H 6.217 -2.678 4.154 0.090
H 4.349 -1.580 5.324 0.125
H 1.993 -0.502 5.979 0.069
H 2.379 0.876 7.022 0.080
H 3.283 -0.639 7.171 0.087
Br 2.214 4.979 -5.833 0.742
C 1.898 3.490 -4.713 -0.689
C 1.404 2.317 -5.261 -0.116
C 1.129 1.251 -4.425 -0.011
C 1.382 1.340 -3.058 -0.263
C 1.911 2.506 -2.533 -0.044
C 2.148 3.593 -3.358 -0.120
N 0.944 0.345 -2.139 0.013
C 0.540 -0.783 -2.550 -0.090
C -0.153 -1.674 -1.616 -0.234
C -0.866 -2.763 -2.085 -0.006
C -1.534 -3.571 -1.181 -0.046
C -1.413 -3.287 0.166 -0.034
C -0.683 -2.180 0.568 -0.137
N -0.099 -1.357 -0.308 -0.065
H 1.206 2.247 -6.322 0.103
H 0.656 0.379 -4.856 0.103
H 2.108 2.566 -1.471 0.061
H 2.508 4.520 -2.942 0.100
H 0.666 -1.131 -3.573 0.128
H -0.891 -2.959 -3.148 0.120
H -2.118 -4.416 -1.521 0.114
H -1.870 -3.913 0.919 0.113
H -0.543 -1.933 1.609 0.051
S -1.268 2.864 -1.170 0.668
C -2.490 1.762 -1.270 -0.852
N -2.969 1.205 -0.097 0.035
C -3.860 0.207 -0.044 -0.088
C -4.379 -0.285 -1.199 -0.057
C -3.916 0.330 -2.385 -0.138
N -3.028 1.284 -2.443 0.071
H -2.526 1.552 0.757 0.025
H -4.120 -0.149 0.945 0.134
H -5.102 -1.084 -1.207 0.098
H -4.316 0.005 -3.342 0.110
```

Its max |F| is 1.373 eV/A. The calculation puts the gap between HOMO and LUMO at 5.7027 eV. The value obtained for the relative energy (zero: lowest compared OMol25 entry of this formula, charge and spin) is 0.0 kcal per mole. The HOMO energy is -6.74 eV.

=====

# 2
A molecular structure, C64H63CsFN3O2P2S2 in a non-equilibrium geometry, computed with ωB97M-V/def2-TZVPD.

XYZ file:
```
138
Properties=species:S:1:pos:R:3:lowdin_charge:R:1
Cs -0.806 1.808 0.338 0.936
C -0.378 4.147 6.196 -0.067
C 0.253 3.442 4.992 -0.377
C 1.705 3.881 4.798 -0.070
C 0.123 1.936 5.117 -0.144
C 0.856 1.256 6.085 -0.069
C 0.751 -0.120 6.233 -0.121
C -0.121 -0.817 5.407 -0.060
C -0.877 -0.170 4.434 -0.142
C -1.834 -0.959 3.560 -0.372
C -2.787 -1.824 4.385 -0.058
C -1.070 -1.811 2.542 -0.067
C -0.744 1.225 4.252 -0.215
N -1.354 1.875 3.181 -0.077
C -2.641 2.237 3.296 -0.307
C -3.517 1.923 4.372 -0.038
C -4.852 2.298 4.384 -0.127
C -5.414 3.027 3.345 -0.137
C -4.585 3.392 2.282 -0.052
C -3.271 3.018 2.288 -0.257
F -2.486 3.450 1.231 -0.244
H -0.325 5.235 6.084 0.070
H 0.141 3.876 7.122 0.070
H -1.427 3.863 6.299 0.076
H -0.308 3.723 4.101 0.122
H 2.318 3.641 5.673 0.065
H 1.764 4.963 4.637 0.072
H 2.150 3.385 3.933 0.076
H 1.523 1.814 6.737 0.098
H 1.331 -0.640 6.988 0.085
H -0.216 -1.893 5.523 0.101
H -2.440 -0.248 2.998 0.094
H -2.247 -2.573 4.973 0.065
H -3.478 -2.359 3.728 0.058
H -3.377 -1.211 5.070 0.076
H -0.493 -2.600 3.041 0.077
H -0.364 -1.206 1.968 0.036
H -1.764 -2.280 1.835 0.067
H -3.114 1.352 5.201 0.100
H -5.468 2.001 5.228 0.088
H -6.462 3.295 3.345 0.078
H -4.953 3.963 1.439 0.112
C -1.212 1.104 -5.403 -0.090
C -0.428 2.110 -5.949 -0.095
C -0.012 3.150 -5.137 -0.034
C -0.373 3.168 -3.782 -0.252
N -1.117 2.182 -3.258 0.122
C -1.529 1.198 -4.056 -0.151
C 0.079 4.256 -2.871 -0.261
C 0.054 5.576 -3.340 -0.086
C 0.448 6.616 -2.509 -0.139
C 0.871 6.317 -1.217 -0.136
C 0.897 4.991 -0.790 -0.195
C 0.507 3.891 -1.577 -0.220
H -1.563 0.265 -5.990 0.094
H -0.135 2.078 -6.993 0.095
H 0.618 3.939 -5.525 0.101
H -2.134 0.428 -3.584 0.096
H -0.307 5.804 -4.341 0.091
H 0.408 7.641 -2.855 0.078
H 1.172 7.120 -0.548 0.081
H 1.244 4.813 0.233 0.069
C 4.455 -2.898 -5.237 -0.438
S 4.419 -1.168 -5.742 0.789
C 3.636 -0.435 -4.284 -0.514
C 2.148 -0.730 -4.156 -0.233
C 1.516 -0.101 -2.921 -0.269
N 2.023 -0.636 -1.634 -0.439
P 2.526 0.649 -0.510 0.996
C 3.282 -0.359 0.830 -0.390
C 2.877 -0.015 2.122 -0.099
C 3.279 -0.758 3.225 -0.066
C 4.098 -1.862 3.043 -0.088
C 4.513 -2.218 1.765 -0.084
C 4.105 -1.475 0.667 -0.125
C 3.955 1.393 -1.402 -0.346
C 5.258 0.895 -1.463 -0.098
C 6.231 1.555 -2.201 -0.097
C 5.921 2.732 -2.873 -0.102
C 4.643 3.261 -2.783 -0.077
C 3.667 2.603 -2.041 -0.100
P 1.063 -1.796 -0.749 1.050
C 2.039 -3.346 -0.922 -0.371
C 1.673 -4.412 -0.102 -0.090
C 2.366 -5.614 -0.151 -0.090
C 3.448 -5.759 -1.008 -0.105
C 3.832 -4.696 -1.817 -0.091
C 3.130 -3.499 -1.771 -0.121
C -0.326 -2.225 -1.868 -0.354
C -1.572 -1.679 -1.561 -0.113
C -2.697 -1.995 -2.316 -0.081
C -2.584 -2.859 -3.392 -0.079
C -1.349 -3.415 -3.709 -0.087
C -0.231 -3.108 -2.948 -0.094
H 4.926 -3.463 -6.042 0.022
H 3.454 -3.297 -5.073 0.028
H 5.047 -3.021 -4.328 0.024
H 3.806 0.640 -4.373 0.071
H 4.183 -0.761 -3.394 0.056
H 1.971 -1.809 -4.144 0.079
H 1.625 -0.339 -5.034 0.108
H 0.434 -0.220 -2.986 0.081
H 1.679 0.975 -2.948 0.092
H 2.206 0.827 2.266 0.090
H 2.916 -0.489 4.211 0.095
H 4.398 -2.461 3.896 0.096
H 5.135 -3.094 1.618 0.099
H 4.388 -1.794 -0.327 0.082
H 5.520 -0.010 -0.936 0.085
H 7.236 1.152 -2.249 0.095
H 6.684 3.245 -3.448 0.094
H 4.397 4.197 -3.273 0.105
H 2.675 3.035 -1.928 0.056
H 0.841 -4.291 0.586 0.106
H 2.069 -6.434 0.493 0.098
H 3.998 -6.692 -1.038 0.092
H 4.681 -4.800 -2.483 0.092
H 3.444 -2.655 -2.374 0.073
H -1.713 -1.006 -0.722 0.023
H -3.649 -1.562 -2.026 0.069
H -3.461 -3.114 -3.977 0.100
H -1.261 -4.106 -4.540 0.095
H 0.717 -3.578 -3.178 0.093
O -8.484 -5.117 -1.459 0.072
C -7.661 -5.036 -0.368 -0.504
O -7.634 -5.985 0.376 0.071
C -6.863 -3.812 -0.226 -0.180
C -5.906 -3.746 0.798 -0.030
C -5.119 -2.632 0.979 -0.109
C -5.219 -1.491 0.140 -0.773
S -4.219 -0.115 0.335 0.540
C -6.207 -1.566 -0.876 -0.143
C -6.991 -2.686 -1.053 -0.062
H -8.361 -4.322 -1.992 0.066
H -5.798 -4.604 1.452 0.113
H -4.389 -2.605 1.776 0.068
H -6.340 -0.706 -1.521 0.089
H -7.730 -2.643 -1.850 0.097
```

Its charge is -2. Its max |F| is 1.756 eV/A. The calculation puts the gap between HOMO and LUMO at 5.1861 eV. The value obtained for the relative energy (zero: lowest compared OMol25 entry of this formula, charge and spin) is 15.6 kcal per mole. The HOMO energy is -1.91 eV.

=====

# 3
A molecular structure, C64H71CsN12O2STe in a non-equilibrium geometry, computed with ωB97M-V/def2-TZVPD.

XYZ file:
```
152
Properties=species:S:1:pos:R:3:lowdin_charge:R:1
Cs -1.003 -1.143 -0.279 1.462
C 4.235 -3.196 -2.684 -0.055
N 4.130 -3.185 -1.242 -0.166
C 4.709 -4.336 -0.577 -0.069
C 3.093 -2.473 -0.637 -0.372
N 1.976 -2.173 -1.213 0.112
C 1.344 -3.025 -2.104 -0.272
C 1.289 -4.379 -1.804 -0.034
C 0.530 -5.287 -2.556 -0.076
C -0.203 -4.851 -3.620 -0.055
C -0.187 -3.482 -3.982 -0.179
C -0.966 -3.058 -5.087 -0.068
C -0.988 -1.745 -5.455 -0.089
C -0.207 -0.811 -4.760 -0.050
C 0.610 -1.177 -3.703 -0.254
N 1.344 -0.187 -3.066 0.164
C 2.034 0.688 -3.699 -0.372
N 2.649 0.529 -4.936 -0.148
C 2.612 1.604 -5.912 -0.065
C 2.818 -0.781 -5.531 -0.050
N 2.238 1.923 -3.124 -0.161
C 1.368 2.325 -2.033 -0.062
C 3.549 2.544 -3.111 -0.059
C 0.604 -2.542 -3.246 -0.071
N 3.356 -2.063 0.635 -0.131
C 4.701 -1.763 1.103 -0.049
C 2.290 -1.500 1.451 -0.050
H 5.286 -3.319 -2.957 0.091
H 3.887 -2.240 -3.063 0.075
H 3.656 -3.998 -3.154 0.089
H 4.332 -5.267 -1.020 0.087
H 4.452 -4.332 0.479 0.085
H 5.799 -4.333 -0.673 0.087
H 1.815 -4.725 -0.922 0.113
H 0.515 -6.333 -2.275 0.105
H -0.812 -5.535 -4.198 0.107
H -1.552 -3.798 -5.623 0.109
H -1.607 -1.416 -6.282 0.107
H -0.229 0.235 -5.047 0.120
H 2.264 2.525 -5.452 0.084
H 1.929 1.347 -6.731 0.089
H 3.603 1.776 -6.344 0.087
H 2.854 -1.546 -4.764 0.070
H 3.760 -0.796 -6.086 0.093
H 2.003 -1.032 -6.218 0.089
H 0.397 1.847 -2.143 0.072
H 1.241 3.411 -2.073 0.087
H 1.785 2.047 -1.058 0.090
H 4.200 2.074 -3.843 0.082
H 4.011 2.436 -2.123 0.086
H 3.471 3.609 -3.342 0.087
H 5.426 -1.918 0.310 0.085
H 4.967 -2.392 1.957 0.090
H 4.753 -0.719 1.420 0.037
H 1.327 -1.889 1.150 0.016
H 2.260 -0.408 1.371 0.086
H 2.457 -1.768 2.496 0.096
C -2.287 5.997 0.314 -0.085
C -3.516 5.625 -0.223 -0.080
C -3.668 4.393 -0.830 -0.025
C -2.580 3.522 -0.905 -0.239
C -1.356 3.894 -0.368 -0.022
C -1.207 5.129 0.243 -0.086
N -2.621 2.227 -1.501 0.086
N -3.740 1.834 -1.821 0.083
C -3.748 0.543 -2.414 -0.312
C -4.908 0.172 -3.079 -0.008
C -5.010 -1.124 -3.558 -0.054
C -3.966 -2.004 -3.334 -0.036
C -2.846 -1.532 -2.665 -0.233
N -2.725 -0.289 -2.228 -0.045
H -2.174 6.965 0.788 0.105
H -4.359 6.303 -0.162 0.103
H -4.614 4.086 -1.252 0.102
H -0.533 3.192 -0.426 0.088
H -0.252 5.402 0.673 0.072
H -5.706 0.894 -3.192 0.110
H -5.903 -1.447 -4.077 0.109
H -4.012 -3.034 -3.661 0.114
H -2.001 -2.185 -2.465 0.041
C -3.395 -3.306 6.728 -0.061
C -2.779 -2.802 5.446 -0.277
C -3.250 -3.178 4.214 -0.002
C -2.653 -2.759 3.014 -0.068
C -3.248 -3.114 1.729 -0.311
O -2.988 -2.558 0.662 -0.167
C -4.286 -4.210 1.685 -0.160
C -4.042 -5.481 2.196 -0.039
C -5.005 -6.474 2.094 -0.081
C -6.228 -6.200 1.493 -0.095
C -6.472 -4.936 0.973 -0.082
C -5.499 -3.951 1.056 -0.021
C -1.459 -1.930 3.041 -0.314
O -0.794 -1.711 1.995 -0.459
C -1.087 -1.392 4.351 -0.050
C -1.719 -1.889 5.478 0.012
C -0.120 -0.276 4.525 -0.203
N 0.461 0.321 3.559 0.124
C 1.235 1.520 3.845 -0.325
C 1.041 2.502 2.702 -0.498
Te 1.864 4.423 3.183 1.230
C 0.345 4.763 4.630 -0.555
C 0.650 4.635 5.983 -0.154
C -0.339 4.803 6.947 -0.104
C -1.642 5.090 6.565 -0.094
C -1.953 5.212 5.217 -0.086
C -0.964 5.054 4.254 -0.137
C 0.117 0.188 5.944 -0.221
C -0.775 1.044 6.582 -0.039
C -0.514 1.502 7.866 -0.090
C 0.643 1.108 8.526 -0.093
C 1.539 0.257 7.893 -0.078
C 1.278 -0.198 6.607 -0.029
H -4.304 -3.876 6.527 0.070
H -3.652 -2.485 7.403 0.073
H -2.705 -3.963 7.264 0.075
H -4.142 -3.792 4.173 0.115
H -3.088 -5.691 2.666 0.122
H -4.806 -7.462 2.492 0.101
H -6.984 -6.973 1.425 0.098
H -7.422 -4.719 0.499 0.100
H -5.670 -2.968 0.633 0.118
H -1.401 -1.533 6.450 0.117
H 2.299 1.268 3.918 0.097
H 0.950 2.002 4.782 0.083
H -0.020 2.654 2.502 0.048
H 1.524 2.150 1.789 0.020
H 1.662 4.396 6.289 0.091
H -0.088 4.694 7.995 0.102
H -2.413 5.216 7.316 0.101
H -2.969 5.432 4.909 0.102
H -1.218 5.148 3.209 0.076
H -1.678 1.351 6.065 0.129
H -1.216 2.169 8.351 0.099
H 0.846 1.464 9.529 0.098
H 2.444 -0.054 8.401 0.100
H 1.976 -0.860 6.106 0.122
C 7.197 3.440 3.863 -0.055
N 6.563 4.087 2.740 -0.165
C 6.803 5.495 2.448 -0.121
C 5.968 5.718 1.185 -0.136
N 5.036 4.597 1.256 -0.003
C 5.494 3.605 2.068 -0.874
S 4.817 2.092 2.197 0.620
H 7.136 4.078 4.749 0.092
H 8.245 3.227 3.648 0.090
H 6.680 2.505 4.059 0.047
H 7.863 5.687 2.285 0.122
H 6.460 6.120 3.279 0.125
H 6.584 5.667 0.285 0.117
H 5.443 6.671 1.201 0.115
H 4.467 4.339 0.469 0.118
```

Its max |F| is 3.026 eV/A. The calculation puts the gap between HOMO and LUMO at 6.0729 eV. The HOMO energy is -6.46 eV.

=====

Among the records above, which one has the highest max |F|? C64H71CsN12O2STe